[1]
Below is a 21-piece molecular cluster, BrH40O20 overall in a non-equilibrium geometry, with properties calculated with ωB97M-V/def2-TZVPD.

Each line ends with the natural charge from an NBO analysis.
CARTESIAN COORDINATES (ANGSTROEM)
Br1 0.206 -0.329 0.159  -0.934
O1 -1.548 3.530 -0.569  -0.983
O2 -5.152 -1.019 -0.382  -0.954
O3 -2.950 -0.367 1.925  -0.970
O4 4.651 -0.847 3.025  -0.908
O5 -1.289 -2.932 -1.639  -0.982
O6 0.375 3.049 1.328  -0.985
O7 1.219 -0.214 3.902  -0.957
O8 -0.949 -0.961 -4.758  -0.982
O9 1.241 -0.358 -3.479  -0.968
O10 -3.086 1.309 -1.692  -0.975
O11 -1.119 3.396 3.651  -0.965
O12 2.053 4.299 -2.356  -0.989
O13 -3.522 -1.405 -2.727  -0.981
O14 4.006 2.410 -1.375  -0.939
O15 0.231 2.165 -2.154  -1.003
O16 -0.028 -3.667 4.302  -0.987
O17 1.457 -2.757 1.978  -0.973
O18 1.911 -2.888 -2.339  -0.962
O19 3.279 -1.747 0.149  -0.971
O20 -1.461 -1.481 4.119  -0.975
H1 -3.933 1.105 -2.088  0.491
H2 2.380 -2.817 -1.508  0.503
H3 -0.791 -1.904 -4.720  0.454
H4 -4.300 -1.234 -0.763  0.494
H5 -2.032 -1.210 3.400  0.514
H6 2.065 -2.247 1.444  0.484
H7 -0.514 -2.843 4.315  0.480
H8 -1.124 -2.150 -1.111  0.492
H9 2.862 3.815 -2.191  0.473
H10 0.286 -3.746 3.401  0.476
H11 -3.376 0.478 1.788  0.484
H12 1.534 -1.100 -2.950  0.492
H13 -2.579 -1.555 -2.660  0.503
H14 0.427 -0.684 4.164  0.482
H15 1.391 3.620 -2.490  0.492
H16 2.539 -1.161 -0.011  0.497
H17 3.773 2.338 -0.450  0.480
H18 -0.480 2.677 -1.769  0.495
H19 1.405 0.409 -2.930  0.490
H20 -0.173 3.340 0.599  0.493
H21 0.597 -2.386 1.783  0.470
H22 -2.042 4.230 -0.141  0.485
H23 4.587 -0.221 2.304  0.449
H24 -2.211 2.890 -0.825  0.518
H25 0.306 1.396 -1.589  0.491
H26 -2.102 -0.282 1.489  0.495
H27 4.820 2.913 -1.380  0.470
H28 -2.503 0.616 -2.002  0.494
H29 0.754 2.223 1.029  0.489
H30 -0.220 -0.576 -4.270  0.496
H31 -0.710 3.197 2.809  0.497
H32 1.067 0.019 2.986  0.466
H33 5.569 -0.809 3.294  0.460
H34 3.979 -1.172 0.459  0.474
H35 -1.857 -1.093 4.899  0.481
H36 2.589 -2.783 -3.007  0.474
H37 -5.783 -1.238 -1.068  0.454
H38 -3.865 -2.208 -3.120  0.476
H39 -0.427 -3.332 -1.752  0.487
H40 -1.429 4.298 3.560  0.447

The value obtained for the HOMO energy is -7.06 eV. The value obtained for the lowest unoccupied orbital energy is 1.8 eV. The maximum force comes out at 1.4 eV Å⁻¹. The spin multiplicity is 1. The net charge is -1. Its HOMO-LUMO gap is 8.899 eV.



[2]
Below is a 2-piece molecular cluster, BrH4NSi overall in a non-equilibrium geometry, with properties calculated with ωB97M-V/def2-TZVPD.

Each line ends with the natural charge from an NBO analysis.
CARTESIAN COORDINATES (ANGSTROEM)
Br1 0.489 -2.707 0.036  -0.190
Si1 0.353 1.052 0.258  1.300
N1 -1.208 0.769 -0.007  -1.311
H1 -1.891 0.116 0.203  0.379
H2 0.205 -1.804 -0.960  0.194
H3 0.770 2.082 -0.741  -0.177
H4 1.282 0.491 1.210  -0.196

The SMILES is N=[SiH2].Br. The value obtained for the HOMO energy is -9.51 eV. The value obtained for the lowest unoccupied orbital energy is -0.1 eV. The maximum force comes out at 3.1 eV Å⁻¹. The spin multiplicity is 1. The net charge is 0. Its HOMO-LUMO gap is 9.447 eV.



[3]
Below is a 26-piece molecular cluster, BrH50O25 overall in a non-equilibrium geometry, with properties calculated with ωB97M-V/def2-TZVPD.

Each line ends with the Löwdin charge.
CARTESIAN COORDINATES (ANGSTROEM)
Br1 -0.533 -0.119 0.040  0.389
O1 -4.256 -1.590 1.918  -0.090
O2 6.462 1.330 2.167  -0.065
O3 1.511 3.240 -1.316  -0.096
O4 -2.858 1.751 2.497  -0.059
O5 -2.584 -1.264 4.966  -0.103
O6 -0.653 -1.774 -3.231  -0.067
O7 -4.268 1.422 -0.313  -0.084
O8 -2.655 -1.581 -5.827  -0.061
O9 -3.462 4.149 -0.787  -0.073
O10 -3.286 -2.191 -0.556  -0.096
O11 1.076 -2.478 5.001  -0.065
O12 1.481 -4.381 2.434  -0.039
O13 -1.134 -2.486 2.135  -0.124
O14 2.873 -3.204 -0.061  -0.049
O15 2.617 -0.539 -0.962  -0.071
O16 3.271 2.118 -4.254  -0.057
O17 2.959 2.036 0.284  -0.073
O18 1.045 -0.311 -5.003  -0.093
O19 4.831 -1.157 1.175  -0.035
O20 -0.304 3.189 2.772  -0.077
O21 -0.038 1.637 -2.793  -0.079
O22 -2.679 0.504 -2.255  -0.108
O23 0.183 -3.342 -1.064  -0.086
O24 1.745 1.246 2.617  -0.098
O25 -0.919 3.369 0.004  -0.106
H1 1.983 -3.735 2.960  0.046
H2 1.974 -5.181 2.564  0.043
H3 -3.328 0.606 -2.937  0.048
H4 5.955 0.520 2.057  -0.008
H5 -4.818 -0.963 1.432  0.029
H6 2.139 -3.408 -0.648  0.024
H7 1.669 -0.440 -0.952  -0.092
H8 -2.152 -1.786 -5.052  -0.019
H9 2.765 -1.385 -0.549  -0.023
H10 1.257 2.109 2.717  0.032
H11 0.397 1.399 -1.990  -0.059
H12 1.698 3.907 -2.022  0.079
H13 -0.251 -4.044 -0.533  0.088
H14 5.935 1.987 1.712  0.022
H15 -2.865 2.604 2.928  0.030
H16 -2.699 -1.463 -0.266  -0.048
H17 1.604 -1.646 5.089  0.065
H18 2.538 -3.471 0.785  0.002
H19 2.919 1.167 -0.161  0.024
H20 -1.984 -1.341 -6.483  0.039
H21 -0.987 -1.020 -2.728  -0.009
H22 -3.459 -0.931 4.686  0.033
H23 -3.901 -2.155 1.184  0.010
H24 2.680 2.726 -3.801  0.004
H25 -0.314 -2.900 2.503  0.018
H26 -0.790 -1.847 1.476  -0.139
H27 -0.365 3.936 3.383  0.062
H28 -0.129 3.572 -0.577  0.056
H29 -0.948 1.478 -2.539  -0.019
H30 -3.293 4.584 -1.624  0.044
H31 -4.065 1.484 0.634  0.024
H32 0.603 0.398 -4.496  0.004
H33 -0.546 -2.508 -2.615  0.006
H34 -4.310 2.400 -0.521  0.047
H35 2.750 1.863 1.220  0.023
H36 -3.097 0.768 -1.414  -0.019
H37 2.737 1.316 -4.258  0.009
H38 -0.166 -2.497 -0.719  -0.049
H39 4.094 -1.739 1.029  -0.009
H40 0.713 -1.123 -4.569  0.010
H41 -1.024 2.410 -0.114  -0.042
H42 0.158 -2.201 5.089  0.027
H43 5.566 -1.578 0.706  0.061
H44 2.303 2.867 -0.899  -0.010
H45 -3.068 -2.392 -1.479  0.050
H46 1.049 0.661 2.283  -0.014
H47 -1.928 1.479 2.425  0.011
H48 -2.175 -1.391 4.070  0.019
H49 -2.590 3.850 -0.455  0.001
H50 -0.658 3.481 1.889  0.040

The value obtained for the HOMO energy is -7.31 eV. The value obtained for the lowest unoccupied orbital energy is 1.9 eV. The maximum force comes out at 2.7 eV Å⁻¹. The spin multiplicity is 1. The net charge is -1. Its HOMO-LUMO gap is 9.244 eV.